No. 1
Molecular formula: CH3BrOS
Method: DFT, ωB97M-V/def2-TZVPD

Computed properties:
* HOMO (alpha / beta): -0.2224 / -0.3825 Eh
* spin multiplicity: 3
* energy relative to the best compared isomer or geometry (same formula, charge and spin): 40.2 kcal/mol
* <S²>: 2.008

Last column: Mulliken spin population.
Element x y z (Å)
C  -0.29  0.00  -0.01  0.103
O  -1.80  -2.26  0.32  0.468
S  -1.81  -1.01  -0.47  0.737
Br  -3.31  0.41  0.24  0.690
H  -0.13  0.92  -0.41  -0.006
H  0.41  -0.98  -0.42  -0.005
H  -0.14  -0.06  1.07  0.012


No. 2
Molecular formula: C18H27CoN5O6P2Se2
Method: DFT, ωB97M-V/def2-TZVPD

Computed properties:
* HOMO (alpha / beta): -0.4124 / -0.4124 Eh
* charge: +1
* spin multiplicity: 5
* energy relative to the best compared isomer or geometry (same formula, charge and spin): 0.0 kcal/mol
* <S²>: 6.013

Last column: Mulliken spin population.
Element x y z (Å)
Co  -0.09  0.71  -0.45  2.818
C  0.82  -2.95  2.30  -0.004
Se  1.66  -1.27  1.85  0.540
C  2.14  -0.63  3.63  0.015
C  0.86  -0.55  4.41  -0.004
Se  -0.48  0.28  3.26  0.422
C  0.10  2.11  3.50  0.004
H  1.56  -3.60  2.76  0.018
H  0.47  -3.37  1.35  -0.002
H  -0.03  -2.79  2.96  0.009
H  2.58  0.34  3.41  -0.008
H  2.89  -1.27  4.08  0.004
H  0.97  0.02  5.34  -0.002
H  0.47  -1.53  4.67  -0.004
H  -0.01  2.35  4.56  0.019
H  -0.56  2.73  2.90  -0.002
H  1.12  2.24  3.16  0.003
N  -4.56  -1.35  -0.28  -0.001
C  -3.18  -0.89  -0.72  -0.001
C  -3.09  -1.08  -2.23  0.004
P  -3.19  0.92  -0.35  0.013
O  -3.17  0.95  1.27  0.003
O  -4.49  1.40  -0.86  0.003
O  -1.87  1.46  -0.84  0.053
P  -1.92  -1.95  0.09  0.000
O  -2.37  -1.89  1.65  0.003
O  -2.06  -3.34  -0.38  0.001
O  -0.62  -1.19  -0.08  0.019
H  -5.23  -0.64  -0.62  0.000
H  -4.60  -1.38  0.74  0.000
H  -4.77  -2.28  -0.65  0.000
H  -3.82  -0.44  -2.75  0.000
H  -3.25  -2.13  -2.50  0.000
H  -2.10  -0.81  -2.57  -0.001
H  -3.86  1.54  1.61  0.000
H  -2.52  -2.79  1.95  0.000
N  2.38  1.89  1.12  0.026
C  1.41  1.57  0.59  -0.014
C  0.53  0.93  -4.69  0.004
C  -0.01  0.98  -3.42  0.011
N  0.72  0.68  -2.34  0.062
C  2.01  0.36  -2.48  -0.012
C  2.64  0.32  -3.72  0.002
C  1.87  0.58  -4.84  -0.001
C  4.07  -0.04  -3.83  0.001
C  5.09  0.51  -3.19  0.000
C  5.09  1.68  -2.28  0.000
C  6.21  1.96  -1.52  0.000
C  6.17  3.09  -0.72  0.000
N  5.11  3.89  -0.67  0.000
C  4.08  3.53  -1.44  0.000
N  4.01  2.48  -2.24  0.000
H  -0.08  1.18  -5.55  0.000
H  -1.03  1.27  -3.24  -0.002
H  2.56  0.16  -1.58  0.002
H  2.31  0.54  -5.83  0.000
H  4.29  -0.84  -4.52  0.000
H  6.07  0.09  -3.37  0.000
H  7.09  1.33  -1.55  0.000
H  7.02  3.37  -0.10  0.000
H  3.21  4.17  -1.40  0.000


No. 3
Molecular formula: C4H5N2OS2
Method: DFT, ωB97M-V/def2-TZVPD

Computed properties:
* HOMO: -0.0955 Eh
* charge: -1
* energy relative to the best compared isomer or geometry (same formula, charge and spin): 54.3 kcal/mol

Last column: Mulliken charge in e.
Element x y z (Å)
C  -1.21  0.36  0.10  -0.160
C  0.41  -0.64  -0.31  0.407
C  1.36  -0.18  0.46  0.039
C  -0.83  1.13  1.09  -0.010
N  -2.38  0.34  -0.64  -0.526
N  2.66  -0.64  0.20  -0.562
O  0.46  -1.48  -1.31  -0.564
S  -1.80  2.30  1.91  -0.616
S  0.88  0.87  1.76  -0.290
H  -2.26  0.86  -1.51  0.232
H  -2.92  0.73  0.00  0.304
H  3.15  -1.09  0.90  0.181
H  2.60  -1.23  -0.63  0.245
H  -0.13  -1.34  -2.02  0.321


No. 4
Molecular formula: C15H8ClCoIN3O2S2
Method: DFT, ωB97M-V/def2-TZVPD

Computed properties:
* HOMO (alpha / beta): -0.1717 / -0.1704 Eh
* charge: -1
* spin multiplicity: 4
* <S²>: 3.759

Last column: Mulliken spin population.
Element x y z (Å)
Co  0.29  0.16  0.00  2.762
Cl  -1.12  -3.03  5.86  0.000
C  -0.65  -1.87  4.66  0.002
C  -0.46  -0.56  5.04  0.001
C  -0.15  0.40  4.08  0.012
I  0.15  2.40  4.62  0.000
C  -0.04  0.11  2.72  0.015
O  0.13  0.99  1.82  0.042
C  -0.13  -1.28  2.37  -0.026
N  0.15  -1.57  1.08  0.036
C  0.08  -2.82  0.67  -0.002
C  -0.32  -3.85  1.51  0.003
C  -0.60  -3.60  2.84  -0.004
C  -0.47  -2.28  3.32  0.002
H  -0.57  -0.27  6.07  0.000
H  0.37  -3.01  -0.35  -0.001
H  -0.39  -4.85  1.11  0.000
H  -0.89  -4.40  3.51  0.000
O  0.03  -0.44  -1.91  0.035
N  -1.10  -0.88  -2.40  -0.004
C  -1.07  -1.66  -3.50  0.001
C  -2.22  -2.09  -4.10  0.001
C  -3.46  -1.72  -3.57  0.001
C  -3.48  -0.97  -2.41  0.000
C  -2.29  -0.56  -1.79  0.003
S  -2.26  0.32  -0.35  0.050
H  -0.09  -1.89  -3.86  0.000
H  -2.16  -2.69  -5.00  0.000
H  -4.38  -2.01  -4.05  0.000
H  -4.40  -0.66  -1.95  0.000
S  2.53  0.68  -0.43  0.062
C  3.07  -0.72  0.23  -0.004
N  3.53  -1.68  0.69  0.012


No. 5
Molecular formula: CH5NO2P
Method: DFT, ωB97M-V/def2-TZVPD

Computed properties:
* SMILES: C[P@@](N)(=O)[O-]
* HOMO: -0.1542 Eh
* charge: -1
* energy relative to the best compared isomer or geometry (same formula, charge and spin): 14.4 kcal/mol

Last column: Mulliken charge in e.
Element x y z (Å)
C  -0.94  -0.26  1.07  -0.965
N  0.04  0.12  -1.49  -0.792
O  1.34  1.28  0.32  -0.774
O  1.63  -1.42  0.09  -0.822
P  0.67  -0.06  0.09  0.913
H  -1.42  0.63  0.98  0.299
H  -1.51  -0.96  0.52  0.313
H  -0.77  -0.33  2.20  0.263
H  0.19  1.14  -1.57  0.298
H  0.76  -0.14  -2.20  0.267


No. 6
Molecular formula: C37H41ClN6O8SV
Method: DFT, ωB97M-V/def2-TZVPD

Computed properties:
* HOMO (alpha / beta): -0.4722 / -0.4722 Eh
* charge: +2
* spin multiplicity: 2
* energy relative to the best compared isomer or geometry (same formula, charge and spin): 1.9 kcal/mol
* <S²>: 0.762

Last column: Mulliken spin population.
Element x y z (Å)
V  1.43  1.45  0.16  1.113
O  1.43  1.20  2.17  -0.013
C  2.37  1.26  2.99  0.014
C  3.75  1.36  2.63  0.010
C  4.73  1.35  3.62  0.006
C  6.04  1.38  3.23  -0.005
C  6.41  1.40  1.89  0.006
C  5.45  1.41  0.89  -0.007
C  4.12  1.40  1.28  0.002
O  3.14  1.43  0.34  -0.049
N  7.10  1.37  4.27  0.001
O  8.25  1.41  3.88  0.000
O  6.73  1.32  5.42  -0.001
H  2.12  1.22  4.05  -0.002
H  4.49  1.32  4.68  0.000
H  7.47  1.42  1.64  0.000
H  5.71  1.44  -0.15  0.000
O  1.27  1.86  -1.62  -0.026
N  1.37  3.13  -2.02  0.014
N  1.42  3.90  -1.05  0.000
O  1.36  3.44  0.18  -0.030
C  1.52  5.34  -1.24  0.000
C  1.41  5.86  -2.53  -0.002
C  1.52  7.23  -2.68  0.001
C  1.73  8.05  -1.57  -0.002
C  1.83  7.50  -0.30  0.001
C  1.72  6.13  -0.12  -0.001
H  1.25  5.22  -3.38  0.000
H  1.45  7.66  -3.66  0.000
H  1.81  9.12  -1.70  0.000
H  1.99  8.14  0.56  0.000
H  1.80  5.68  0.86  0.001
C  -6.59  4.00  -0.20  0.000
C  -5.27  3.47  0.27  0.000
C  -4.23  3.21  -0.62  0.000
C  -3.02  2.71  -0.19  0.000
C  -2.85  2.44  1.16  -0.001
C  -3.86  2.70  2.09  0.000
C  -5.06  3.21  1.63  0.000
S  -1.31  1.84  1.77  0.002
C  -1.76  0.21  2.38  0.002
O  -0.51  1.54  0.46  -0.021
H  -6.58  4.21  -1.27  0.000
H  -6.85  4.92  0.33  0.000
H  -7.39  3.28  -0.01  0.000
H  -4.38  3.42  -1.67  0.000
H  -2.21  2.52  -0.89  0.000
H  -3.71  2.53  3.15  0.000
H  -5.85  3.42  2.34  0.000
H  -2.84  0.17  2.53  0.000
H  -1.23  0.01  3.31  0.000
H  -1.47  -0.49  1.60  -0.001
C  -0.67  -6.17  1.70  0.000
C  -0.61  -6.13  0.17  0.000
C  -1.90  -6.73  -0.39  0.000
C  0.57  -7.02  -0.27  0.000
C  -0.45  -4.68  -0.39  0.000
O  -0.34  -4.70  -1.80  0.000
C  -1.67  -3.78  -0.06  0.000
C  -2.62  -3.50  -1.24  0.000
C  -2.09  -2.45  -2.20  0.000
C  -1.93  -1.13  -1.79  0.001
C  -1.39  -0.17  -2.63  0.002
C  -1.02  -0.53  -3.91  -0.001
Cl  -0.30  0.66  -4.97  0.000
C  -1.20  -1.83  -4.36  0.000
C  -1.74  -2.77  -3.50  0.000
C  0.83  -4.05  0.19  0.000
N  1.10  -2.68  -0.27  -0.001
C  1.01  -1.57  0.44  0.017
N  1.29  -0.52  -0.33  -0.035
C  1.49  -1.09  -1.57  0.006
N  1.41  -2.39  -1.56  -0.001
H  -0.79  -7.20  2.02  0.000
H  -1.52  -5.61  2.11  0.000
H  0.24  -5.80  2.18  0.000
H  -1.98  -7.78  -0.08  0.000
H  -1.93  -6.69  -1.47  0.000
H  -2.79  -6.22  0.00  0.000
H  0.35  -8.05  0.00  0.000
H  1.51  -6.76  0.21  0.000
H  0.72  -7.02  -1.35  0.000
H  0.42  -5.23  -2.06  0.000
H  -1.32  -2.80  0.29  0.000
H  -2.23  -4.21  0.76  0.000
H  -3.57  -3.15  -0.83  0.000
H  -2.82  -4.42  -1.79  0.000
H  -2.25  -0.83  -0.79  -0.001
H  -1.26  0.85  -2.31  0.000
H  -0.92  -2.09  -5.37  0.000
H  -1.86  -3.79  -3.85  0.000
H  1.70  -4.64  -0.09  0.000
H  0.78  -3.99  1.28  0.000
H  0.82  -1.56  1.50  0.002
H  1.72  -0.52  -2.46  0.002


No. 7
Molecular formula: C3HN3O
Method: DFT, ωB97M-V/def2-TZVPD

Computed properties:
* SMILES: N#Cc1nnco1
* HOMO: -0.4079 Eh
* energy relative to the best compared isomer or geometry (same formula, charge and spin): 15.7 kcal/mol

Last column: Mulliken charge in e.
Element x y z (Å)
C  -0.93  -0.99  1.10  0.209
C  -0.27  -0.14  0.17  0.532
C  1.40  0.83  -0.76  0.166
H  2.48  1.23  -0.64  0.320
N  -1.43  -1.70  1.83  -0.317
N  -0.70  0.51  -0.87  -0.318
N  0.41  1.03  -1.66  -0.352
O  1.05  0.21  0.31  -0.240


No. 8
Molecular formula: C16H35NO4Si
Method: DFT, ωB97M-V/def2-TZVPD

Computed properties:
* SMILES: [SiH3]CCCCn1cccc1.COCCOC.COCCOC
* HOMO: -0.2862 Eh

Last column: Mulliken charge in e.
Element x y z (Å)
Si  4.87  -1.81  -0.61  0.498
C  4.26  -0.06  -1.07  -0.666
C  3.03  0.00  -2.10  0.323
C  2.17  -1.34  -2.23  -0.518
C  0.80  -0.96  -3.05  -0.625
N  -0.31  -0.57  -2.12  0.318
C  -1.08  0.67  -2.23  -0.519
C  -2.11  0.76  -1.06  -0.560
C  -1.99  -0.53  -0.18  -0.387
C  -0.86  -1.25  -0.96  -0.210
H  5.03  -2.72  -1.75  -0.140
H  6.07  -1.77  0.27  -0.187
H  3.81  -2.42  0.24  -0.135
H  5.16  0.48  -1.57  0.302
H  4.03  0.51  -0.09  0.268
H  2.34  0.86  -1.74  -0.428
H  3.42  0.31  -3.15  0.288
H  2.71  -2.11  -2.91  0.334
H  1.81  -1.79  -1.25  0.227
H  0.95  -0.08  -3.77  0.286
H  0.45  -1.84  -3.72  0.269
H  -0.98  1.48  -3.05  0.300
H  -2.87  1.58  -0.82  0.317
H  -2.54  -0.85  0.77  0.354
H  -0.37  -2.26  -0.71  0.291
C  1.55  6.83  -1.19  -0.706
O  1.99  5.92  -2.19  -0.381
C  3.15  5.18  -1.79  -0.741
C  2.79  3.76  -1.38  -0.197
O  2.03  3.74  -0.18  -0.388
C  0.65  3.50  -0.42  -0.482
H  0.58  7.22  -1.50  0.237
H  1.44  6.33  -0.22  0.306
H  2.26  7.66  -1.11  0.326
H  3.68  5.70  -0.98  0.368
H  3.82  5.14  -2.65  0.375
H  3.71  3.21  -1.18  0.271
H  2.25  3.24  -2.19  0.314
H  0.50  2.47  -0.73  0.113
H  0.25  4.18  -1.19  0.315
H  0.10  3.67  0.51  0.271
C  -5.01  -4.40  5.36  -0.690
O  -4.66  -5.16  4.22  -0.369
C  -5.31  -4.70  3.03  -0.546
C  -4.35  -3.90  2.16  -0.448
O  -4.00  -2.66  2.77  -0.371
C  -2.70  -2.70  3.34  -0.793
H  -4.36  -4.70  6.19  0.241
H  -4.88  -3.33  5.19  0.293
H  -6.05  -4.61  5.64  0.325
H  -6.20  -4.11  3.28  0.330
H  -5.64  -5.58  2.48  0.372
H  -4.86  -3.65  1.22  0.363
H  -3.46  -4.49  1.91  0.336
H  -1.94  -2.71  2.54  0.296
H  -2.56  -3.56  3.99  0.405
H  -2.56  -1.79  3.93  0.255


No. 9
Molecular formula: C4H8O3
Method: DFT, ωB97M-V/def2-TZVPD

Computed properties:
* SMILES: C[C@@H]1CO1.O=CO
* HOMO: -0.3896 Eh
* energy relative to the best compared isomer or geometry (same formula, charge and spin): 38.0 kcal/mol

Last column: Mulliken charge in e.
Element x y z (Å)
C  -1.89  1.36  -0.65  -1.308
C  -0.65  0.53  -0.49  0.552
O  -0.55  -0.16  0.76  -0.578
C  -0.70  -0.92  -0.44  -0.463
O  2.27  -1.18  -0.27  -0.523
C  2.67  -0.87  0.83  0.180
O  1.96  -0.27  1.77  -0.475
H  -2.75  0.81  -0.25  0.314
H  -2.07  1.59  -1.70  0.326
H  -1.80  2.30  -0.09  0.295
H  0.29  0.97  -0.82  0.363
H  1.03  -0.17  1.44  0.467
H  0.17  -1.50  -0.74  0.245
H  -1.66  -1.43  -0.53  0.250
H  3.69  -1.07  1.18  0.355


No. 10
Molecular formula: C3H11N2Pb
Method: DFT, ωB97M-V/def2-TZVPD

Computed properties:
* HOMO (alpha / beta): -0.0059 / -0.0059 Eh
* charge: -1
* energy relative to the best compared isomer or geometry (same formula, charge and spin): 0.0 kcal/mol

Last column: Mulliken charge in e.
Element x y z (Å)
C  -1.27  2.02  -0.73  -1.291
Pb  -0.30  0.17  -1.58  -0.268
N  1.53  -1.98  -2.15  -0.964
H  0.51  0.84  -3.06  -0.125
H  2.50  -1.70  -2.12  0.307
H  -1.81  -0.77  -2.07  -0.118
H  -1.74  2.63  -1.50  0.345
H  -0.43  2.56  -0.25  0.250
H  -1.99  1.69  0.03  0.252
H  1.39  -2.74  -1.48  0.351
H  1.32  -2.33  -3.08  0.254
C  0.04  -0.04  3.48  -0.828
C  0.08  -0.10  2.04  -0.093
N  0.10  -0.16  0.88  0.148
H  -0.87  0.48  3.82  0.265
H  0.92  0.49  3.87  0.256
H  0.03  -1.06  3.90  0.257


No. 11
Molecular formula: C16H20N6O4
Method: DFT, ωB97M-V/def2-TZVPD

Computed properties:
* HOMO: -0.2795 Eh
* energy relative to the best compared isomer or geometry (same formula, charge and spin): 80.5 kcal/mol

Last column: Mulliken charge in e.
Element x y z (Å)
C  -0.60  0.11  4.61  -1.118
C  0.36  0.55  3.52  -0.509
N  -0.23  0.93  2.22  0.502
C  -0.94  2.22  2.23  -0.619
C  -0.09  3.38  1.73  -1.111
C  -0.61  -0.12  1.38  0.355
C  -0.76  0.15  -0.08  -0.743
N  -1.94  -0.40  -0.69  0.353
C  -2.50  -1.58  -0.26  -0.223
C  -3.54  -2.20  -0.94  -0.663
C  -4.08  -1.62  -2.09  -0.287
C  -3.57  -0.38  -2.47  -0.598
C  -2.55  0.24  -1.76  -0.068
O  -0.73  -1.28  1.89  -0.731
H  -0.01  -0.20  5.48  0.407
H  -1.26  0.92  4.93  0.307
H  -1.18  -0.75  4.26  0.241
H  0.92  1.44  3.85  0.415
H  1.08  -0.25  3.33  0.212
H  -1.87  2.15  1.64  0.384
H  -1.24  2.43  3.27  0.378
H  -0.59  4.32  1.96  0.409
H  0.90  3.39  2.21  0.256
H  0.04  3.31  0.64  0.248
H  -0.64  1.20  -0.38  0.152
H  -2.08  -1.99  0.65  0.634
H  -3.87  -3.15  -0.56  0.388
H  -4.84  -2.13  -2.67  0.393
H  -3.96  0.12  -3.35  0.379
H  -2.16  1.23  -2.00  0.409
C  1.72  -1.40  -4.87  -0.636
O  2.89  -0.72  -4.36  -0.386
C  2.84  -0.46  -3.06  0.505
N  4.05  -0.18  -2.54  -0.530
C  4.06  -0.17  -1.22  0.433
N  5.19  -0.26  -0.45  -0.501
O  4.73  -0.52  0.81  -0.191
N  3.23  -0.65  0.82  0.653
O  2.71  -0.97  1.86  -0.667
C  2.83  -0.33  -0.45  0.730
C  1.62  -0.52  -1.11  -0.234
N  1.65  -0.53  -2.45  -0.513
H  1.72  -1.20  -5.93  0.249
H  1.82  -2.48  -4.67  0.247
H  0.83  -1.00  -4.37  0.331
H  0.67  -0.64  -0.57  0.362


No. 12
Molecular formula: C5H7N3
Method: DFT, ωB97M-V/def2-TZVPD

Computed properties:
* SMILES: c1n[nH]cc1N1CC1
* HOMO: -0.3213 Eh
* energy relative to the best compared isomer or geometry (same formula, charge and spin): 97.3 kcal/mol

Last column: Mulliken charge in e.
Element x y z (Å)
C  -1.39  -1.95  -0.02  -0.427
C  -2.21  -0.81  0.51  -0.354
C  0.15  0.00  -0.31  0.548
C  0.57  1.12  -1.16  -0.574
C  0.96  -0.15  0.77  -0.326
H  -2.05  -2.63  -0.69  0.238
H  -0.78  -2.55  0.79  0.210
H  -3.28  -0.62  0.10  0.218
H  -1.90  -0.56  1.56  0.245
H  0.22  1.68  -2.01  0.421
H  2.57  1.04  1.29  0.225
H  0.97  -0.55  1.75  0.367
N  -1.10  -0.63  -0.50  -0.326
N  1.58  1.76  -0.45  -0.560
N  1.76  1.02  0.73  0.095